{"formula": "C22H25N5O5", "method": "ωB97M-V/def2-TZVPD", "homo_energy_ev": -8.74, "energy_ev": -40908.7464, "relative_energy_kcal_mol": 0.00, "total_charge": 0, "smiles": "C=C(C)C(=O)Nc1cccc(C2=NO[C@]3(C2)C[C@@H](C(N)=O)N(C(=O)[C@H]2CCC(=O)N2)C3)c1", "elements": ["C", "C", "C", "H", "H", "H", "C", "O", "N", "C", "C", "C", "C", "C", "C", "H", "H", "H", "C", "N", "O", "C", "C", "C", "N", "C", "O", "C", "N", "C", "O", "C", "H", "C", "H", "H", "H", "H", "H", "C", "H", "H", "H", "C", "O", "N", "H", "H", "H", "H", "C", "H", "H", "H", "H", "H", "H"], "positions_angstrom": [[3.232, 4.021, -5.948], [2.275, 4.183, -5.043], [1.259, 5.277, -5.094], [0.266, 4.843, -4.988], [1.321, 5.832, -6.026], [1.405, 5.963, -4.259], [2.070, 3.212, -3.918], [0.967, 2.882, -3.544], [3.242, 2.763, -3.370], [3.430, 1.855, -2.329], [2.391, 1.117, -1.778], [2.643, 0.227, -0.734], [3.939, 0.079, -0.242], [4.972, 0.808, -0.803], [4.727, 1.690, -1.836], [5.539, 2.259, -2.267], [5.978, 0.690, -0.429], [4.145, -0.607, 0.565], [1.545, -0.535, -0.171], [0.379, -0.552, -0.685], [-0.472, -1.332, 0.028], [0.186, -1.859, 1.207], [-0.048, -3.369, 1.296], [-1.357, -3.535, 2.070], [-1.729, -2.185, 2.493], [-3.016, -1.864, 2.695], [-3.889, -2.718, 2.750], [-3.349, -0.375, 2.846], [-4.713, -0.202, 3.270], [-5.593, 0.036, 2.264], [-6.790, 0.106, 2.385], [-4.779, 0.223, 0.993], [-5.116, 1.094, 0.434], [-3.332, 0.327, 1.470], [-2.636, -0.138, 0.774], [-3.053, 1.374, 1.600], [-4.936, -0.661, 0.372], [-5.034, -0.572, 4.150], [-2.668, 0.086, 3.569], [-0.572, -1.325, 2.431], [0.036, -1.459, 3.335], [-0.834, -0.277, 2.312], [-2.171, -3.938, 1.460], [-1.179, -4.440, 3.312], [-0.093, -4.798, 3.711], [-2.349, -4.763, 3.878], [-2.353, -5.307, 4.725], [-3.206, -4.334, 3.545], [0.754, -3.842, 1.867], [-0.098, -3.813, 0.304], [1.639, -1.394, 1.073], [2.321, -2.232, 0.921], [1.971, -0.819, 1.938], [1.384, 1.225, -2.143], [4.091, 3.177, -3.730], [3.334, 4.699, -6.779], [3.924, 3.196, -5.927]], "atomic_forces_ev_per_a": [[0.0, 0.0, 0.1], [-0.1, 0.2, -0.2], [0.0, -0.1, 0.0], [-0.1, 0.1, 0.0], [0.0, 0.0, 0.0], [0.0, 0.1, 0.0], [0.4, 0.0, 0.0], [-0.2, 0.0, 0.0], [0.4, 0.1, -0.2], [-0.1, -0.3, 0.3], [-0.1, 0.0, 0.0], [0.6, 0.4, -0.3], [-0.3, -0.1, 0.0], [0.1, 0.1, -0.1], [-0.1, 0.0, 0.0], [0.1, 0.1, 0.0], [0.1, 0.0, 0.0], [0.0, -0.1, 0.1], [-0.5, -0.6, 0.7], [0.5, 0.6, -0.6], [-0.5, -0.5, 0.3], [0.3, 0.0, 0.3], [0.0, 0.2, 0.1], [0.0, -0.4, 0.0], [0.1, -0.2, -0.2], [0.0, 0.3, 0.2], [-0.3, -0.1, -0.2], [-0.1, -0.1, 0.1], [0.5, 0.0, 0.5], [-0.1, 0.3, -0.3], [-0.3, -0.1, 0.0], [0.0, 0.0, 0.0], [-0.1, 0.0, 0.0], [0.0, 0.1, -0.1], [0.1, 0.1, 0.1], [0.0, 0.0, 0.0], [0.0, 0.0, 0.0], [-0.1, 0.0, -0.1], [0.0, -0.1, -0.2], [0.3, 0.2, -0.2], [0.0, 0.1, -0.1], [0.0, 0.0, 0.0], [0.1, 0.1, 0.1], [-0.2, 0.2, -0.4], [0.4, -0.1, 0.2], [-0.5, -0.3, 0.3], [0.1, 0.0, 0.0], [0.1, 0.0, 0.0], [0.0, 0.0, -0.1], [0.0, 0.0, 0.0], [-0.3, 0.1, -0.3], [0.0, 0.0, 0.1], [0.1, 0.0, 0.0], [0.0, 0.0, 0.0], [-0.3, 0.0, 0.0], [0.0, 0.2, -0.1], [0.1, -0.2, 0.1]], "lowdin_charge": [0.068, -0.276, -0.045, 0.084, 0.079, 0.090, -0.431, 0.092, 0.132, -0.205, 0.056, -0.158, -0.036, -0.076, -0.024, 0.110, 0.106, 0.106, -0.221, 0.141, -0.062, -0.384, -0.021, -0.151, 0.019, -0.385, 0.063, -0.215, 0.114, -0.493, 0.072, -0.064, 0.123, -0.107, 0.105, 0.123, 0.130, 0.159, 0.150, -0.040, 0.149, 0.134, 0.162, -0.493, 0.058, 0.190, 0.118, 0.078, 0.121, 0.138, -0.018, 0.132, 0.132, 0.105, 0.131, 0.067, 0.066]}